A molecular structure, C29H28NO2PSeW in a non-equilibrium geometry. Source: the OMol25 dataset; level of theory: the ωB97M-V functional and the def2-TZVPD basis.

Last column: Löwdin charge in e.
Cartesian coordinates (Å):
W (2.128, 0.668, -0.227)  1.02
Se (3.687, -0.699, 0.686)  0.41
P (0.286, 0.358, 1.431)  1.00
O (3.161, 2.783, -0.017)  -0.07
O (2.238, 1.281, -1.960)  -0.27
N (1.858, 2.453, 0.488)  -0.22
C (0.897, 0.182, 3.149)  -0.36
C (1.116, -1.993, -4.489)  0.02
C (1.476, -1.151, -3.460)  -0.19
C (-1.075, -1.014, -4.577)  0.02
C (2.807, -1.327, -2.791)  -0.06
C (-0.243, 3.148, 1.405)  -0.21
C (1.870, -1.282, 4.786)  -0.04
C (-1.791, 0.839, -3.097)  -0.04
C (-2.255, -2.767, 2.172)  -0.04
C (-0.771, 1.831, 1.574)  -0.26
C (0.947, 0.887, -2.081)  -0.29
C (-1.074, 4.235, 1.763)  0.02
C (-0.763, -0.142, -3.558)  -0.20
C (-0.763, -1.117, 1.281)  -0.36
C (-0.154, -1.942, -5.079)  -0.22
C (1.060, 3.432, 0.941)  0.05
C (-2.319, 4.041, 2.310)  -0.01
C (0.961, 0.841, 5.453)  -0.05
C (1.579, -0.356, 5.778)  -0.04
C (-2.300, -3.391, 0.935)  -0.04
C (1.526, -1.022, 3.474)  -0.14
C (0.624, 1.123, 4.140)  -0.07
C (0.556, -0.157, -3.007)  -0.15
C (-2.052, 1.666, 2.096)  -0.04
C (-0.779, -1.769, 0.046)  -0.09
C (-2.814, 2.751, 2.490)  0.01
C (-1.483, -1.636, 2.356)  -0.09
C (-1.550, -2.904, -0.127)  -0.05
C (-0.542, -2.875, -6.159)  -0.03
H (3.367, -2.125, -3.275)  0.10
H (-1.564, -3.413, -1.076)  0.12
H (0.318, -3.334, -6.638)  0.09
H (0.731, 1.556, 6.227)  0.12
H (0.144, 2.062, 3.905)  0.10
H (2.358, -2.210, 5.034)  0.12
H (-1.155, -2.375, -6.908)  0.10
H (1.727, -1.752, 2.697)  0.08
H (-2.063, -0.973, -5.010)  0.13
H (1.411, 4.458, 0.928)  0.17
H (-1.580, 1.830, -3.498)  0.10
H (-2.767, 0.541, -3.464)  0.09
H (3.182, 3.697, -0.391)  0.16
H (-1.157, -3.680, -5.749)  0.10
H (1.828, -0.572, 6.805)  0.12
H (-1.419, -1.170, 3.330)  0.12
H (-0.162, -1.362, -0.770)  0.07
H (0.251, 1.747, -2.043)  0.12
H (-0.699, 5.237, 1.619)  0.13
H (1.828, -2.724, -4.843)  0.13
H (2.644, -1.628, -1.730)  0.02
H (-2.911, -4.268, 0.801)  0.12
H (-2.913, 4.892, 2.609)  0.13
H (3.423, -0.419, -2.851)  0.09
H (-2.448, 0.670, 2.216)  0.11
H (-2.810, -3.171, 3.005)  0.12
H (-3.774, 2.597, 2.957)  0.13
H (-1.841, 0.914, -2.012)  0.07

Properties
HOMO energy (alpha / beta) = -13.5 / -13.5 eV
strongest force on any atom = 4.8 eV/Å
calculated total energy = -4136.35153 Ha
energy above the lowest of the compared OMol25 structures with the same formula, charge and spin = 196.3 kJ/mol
net charge = +2

C4H8O2 in the gas phase. Source: the OMol25 dataset; level of theory: the ωB97M-V functional and the def2-TZVPD basis.

Last column: Löwdin charge in e.
Cartesian coordinates (Å):
O (-1.333, -1.442, -0.676)  -0.07
O (2.236, -0.365, 0.015)  0.04
C (1.720, 0.208, 0.948)  -0.25
C (-0.564, 0.730, -0.091)  -0.18
C (0.224, 0.247, 1.145)  -0.16
C (-0.669, -0.305, -1.203)  -0.28
H (0.339, -0.556, -1.556)  0.11
H (-1.237, 0.114, -2.050)  0.12
H (-1.255, -2.158, -1.318)  0.09
H (2.362, 0.769, 1.669)  0.12
H (-0.127, -0.769, 1.377)  0.12
H (-0.126, 1.647, -0.505)  0.12
H (-1.578, 0.981, 0.244)  0.11
H (0.018, 0.894, 2.000)  0.10

Properties
HOMO energy = -9.7 eV
strongest force on any atom = 0.7 eV/Å
calculated total energy = -307.66666 Ha
energy above the lowest of the compared OMol25 structures with the same formula, charge and spin = 120.2 kJ/mol
net charge = 0

A molecular structure, C9H32CoN11O7 in a non-equilibrium geometry. Source: the OMol25 dataset; level of theory: the ωB97M-V functional and the def2-TZVPD basis.

Last column: Löwdin spin population.
Cartesian coordinates (Å):
Co (1.391, -0.408, -1.998)  2.80
O (0.711, -2.482, -1.736)  0.02
O (-0.079, -0.390, -3.499)  0.03
O (0.126, 0.115, -0.557)  0.09
O (1.978, 1.437, -2.826)  0.03
O (-3.021, -0.728, 2.974)  0.00
O (1.795, -1.273, 5.192)  0.00
O (-3.002, 1.717, -2.340)  0.00
N (-1.780, 2.214, -0.594)  0.00
N (2.702, 3.503, -2.915)  0.00
N (-0.139, -4.518, -1.795)  0.00
N (-1.180, 0.496, 2.421)  0.00
N (0.941, 3.041, -1.883)  0.00
N (-1.379, 1.062, -4.525)  0.00
N (3.331, -0.549, 2.965)  0.00
N (-1.453, -2.825, -1.590)  0.00
N (0.007, -0.019, -5.649)  0.00
N (-1.974, -0.839, 1.053)  0.00
N (-3.309, 3.615, -1.074)  0.00
C (1.141, -1.128, 6.408)  0.00
C (-0.477, 0.146, -4.467)  0.01
C (-0.223, -3.195, -1.670)  0.00
C (1.706, -2.369, 2.418)  0.00
C (1.926, 2.588, -2.519)  0.00
C (-2.137, -0.348, 2.189)  0.00
C (1.962, -0.952, 2.924)  0.00
C (1.166, -0.560, 4.166)  0.00
C (-2.765, 2.432, -1.379)  0.00
H (3.306, 0.440, 3.165)  0.00
H (0.186, -1.653, 6.418)  0.00
H (-2.597, -1.588, 0.785)  0.00
H (-0.064, 0.703, -6.352)  0.00
H (-0.945, -5.126, -1.816)  0.00
H (-2.944, 3.951, -0.195)  0.00
H (-1.582, 1.324, -5.479)  0.00
H (1.705, -3.060, 3.260)  0.00
H (-2.191, -3.438, -1.272)  0.00
H (0.522, -0.875, -5.797)  0.00
H (-0.011, -0.217, 0.352)  0.00
H (3.071, 4.344, -2.495)  0.00
H (1.530, -0.361, 2.117)  0.00
H (3.286, 3.160, -3.664)  0.00
H (0.930, -0.083, 6.633)  0.00
H (0.729, -2.457, 1.943)  0.00
H (0.810, -4.865, -1.795)  0.00
H (2.493, -2.747, 1.766)  0.00
H (3.510, -0.565, 1.971)  0.00
H (1.209, 0.518, 4.320)  0.00
H (-4.243, 3.855, -1.375)  0.00
H (0.206, -1.071, 4.094)  0.00
H (0.229, 2.383, -1.598)  0.00
H (-1.284, -0.461, 0.419)  0.00
H (-1.518, -1.858, -1.309)  0.00
H (-1.695, 2.788, 0.233)  0.00
H (0.822, 4.007, -1.617)  0.00
H (-0.651, 0.879, 1.650)  0.00
H (-1.368, 1.301, -0.726)  0.00
H (-1.255, 1.108, 3.221)  0.00
H (1.779, -1.515, 7.202)  0.00
H (-1.939, 1.394, -3.753)  0.00

Properties
HOMO energy (alpha / beta) = -11.2 / -11.2 eV
strongest force on any atom = 8.0 eV/Å
calculated total energy = -2873.72215 Ha
spin multiplicity = 4
energy above the lowest of the compared OMol25 structures with the same formula, charge and spin = 202.8 kJ/mol
net charge = +1

2 unconnected molecules or ions with the total composition C5H12OS in a non-equilibrium geometry. Source: the OMol25 dataset; level of theory: the ωB97M-V functional and the def2-TZVPD basis.

Last column: Löwdin charge in e.
Cartesian coordinates (Å):
S (-1.071, -0.063, 0.317)  0.78
O (-0.841, -1.473, 0.515)  -0.52
C (-2.167, 0.486, 1.678)  -0.25
C (2.096, 0.846, -0.722)  -0.17
C (-2.323, 0.139, -0.993)  -0.27
C (2.767, -1.239, 0.391)  -0.01
C (2.269, -0.587, -0.704)  -0.28
H (2.385, 1.381, 0.240)  0.10
H (-2.746, -0.832, -1.244)  0.05
H (-1.922, 1.641, 1.685)  0.09
H (2.959, -2.385, 0.392)  0.08
H (2.646, 1.279, -1.646)  0.10
H (-3.241, 0.754, -0.940)  0.05
H (2.982, -0.802, 1.396)  0.06
H (-1.755, 0.584, -1.855)  0.05
H (-3.246, 0.306, 1.407)  0.06
H (-1.877, 0.025, 2.530)  -0.01
H (1.022, 1.054, -0.918)  0.02
H (2.063, -1.114, -1.530)  0.05

Properties
HOMO energy = -8.8 eV
strongest force on any atom = 6.3 eV/Å
calculated total energy = -671.01896 Ha
energy above the lowest of the compared OMol25 structures with the same formula, charge and spin = 300.1 kJ/mol
net charge = 0

A gas-phase ion, C3H8N2O (charge +1) in a non-equilibrium geometry. Source: the OMol25 dataset; level of theory: the ωB97M-V functional and the def2-TZVPD basis.

Last column: Löwdin spin population.
Cartesian coordinates (Å):
O (-0.635, 1.838, 0.751)  0.27
N (-0.357, -0.391, -0.153)  0.24
N (0.603, -2.080, 1.455)  0.31
C (-0.593, 1.570, -1.587)  0.04
C (-0.627, 0.972, -0.182)  0.01
C (0.703, -0.782, 0.747)  0.06
H (-0.058, -1.995, 2.186)  0.01
H (1.446, -2.580, 1.617)  0.01
H (0.035, 1.005, -2.261)  0.00
H (-0.427, 2.560, -1.567)  0.00
H (0.644, 0.002, 1.532)  0.03
H (-0.714, -0.876, -0.921)  0.00
H (-1.749, 1.461, -1.851)  0.00
H (1.728, -0.704, 0.232)  0.02

Properties
HOMO energy (alpha / beta) = -15.9 / -14.5 eV
strongest force on any atom = 6.0 eV/Å
calculated total energy = -303.48203 Ha
spin multiplicity = 2
energy above the lowest of the compared OMol25 structures with the same formula, charge and spin = 169.3 kJ/mol
net charge = +1

Question: The highest energy above the lowest of the compared OMol25 structures with the same formula, charge and spin belongs to which entry?
Answer: C5H12OS

Question: Which of these has the highest calculated total energy?
Answer: C3H8N2O

Question: Which formula does entry 4 have?
Answer: C5H12OS

Copy entry 5 word for word.
A gas-phase ion, C3H8N2O (charge +1) in a non-equilibrium geometry. Source: the OMol25 dataset; level of theory: the ωB97M-V functional and the def2-TZVPD basis.

Last column: Löwdin spin population.
Cartesian coordinates (Å):
O (-0.635, 1.838, 0.751)  0.27
N (-0.357, -0.391, -0.153)  0.24
N (0.603, -2.080, 1.455)  0.31
C (-0.593, 1.570, -1.587)  0.04
C (-0.627, 0.972, -0.182)  0.01
C (0.703, -0.782, 0.747)  0.06
H (-0.058, -1.995, 2.186)  0.01
H (1.446, -2.580, 1.617)  0.01
H (0.035, 1.005, -2.261)  0.00
H (-0.427, 2.560, -1.567)  0.00
H (0.644, 0.002, 1.532)  0.03
H (-0.714, -0.876, -0.921)  0.00
H (-1.749, 1.461, -1.851)  0.00
H (1.728, -0.704, 0.232)  0.02

Properties
HOMO energy (alpha / beta) = -15.9 / -14.5 eV
strongest force on any atom = 6.0 eV/Å
calculated total energy = -303.48203 Ha
spin multiplicity = 2
energy above the lowest of the compared OMol25 structures with the same formula, charge and spin = 169.3 kJ/mol
net charge = +1